Entry 1:
Entry from the Open Molecules 2025 dataset: a molecular structure, C36H86BClI2N4O18S2 (wB97M-V/def2-TZVPD).

The geometry in XYZ format:
```
150
C36H86BClI2N4O18S2 (wB97M-V/def2-TZVPD)
C 0.0762 -6.9156 1.0132
C 0.0688 -7.1226 -0.5688
C -0.9983 -6.0730 -1.1643
C -0.3111 -4.9532 -2.0438
C 0.7680 -4.0773 -1.2873
C 0.2458 -2.6043 -0.8662
N -0.7672 -3.0248 0.1226
C -1.9534 -3.0401 -0.1823
O -3.0548 -2.6957 -0.3339
O -0.1041 -2.1456 -2.1570
C -1.0207 -1.3184 -2.7116
S -1.7218 0.1763 -1.8762
Cl -0.1987 -0.5900 -4.2467
C -2.2915 -2.0263 -3.4051
B -3.5035 -0.9860 -3.6874
O -3.4045 -0.0258 -4.7217
O -4.6492 -1.0824 -2.8478
C 1.3758 -1.6119 -0.2761
C 2.0305 -0.6886 -1.4655
C 2.9855 -1.3577 -2.4720
C 3.3016 -0.4592 -3.7570
C 2.9616 1.0636 -3.6463
C 3.7831 1.8867 -2.5654
O 0.5881 -0.4925 0.2838
C -0.1698 -0.4406 1.4251
N 0.0658 0.9756 1.9724
C 0.4969 1.6946 1.0687
O 0.7408 2.4280 0.2065
N 0.0514 -1.4739 2.5158
C -0.0138 -0.9690 3.6427
S 0.5403 -0.3127 5.0114
N -1.6675 -0.4618 1.2817
C -2.4042 0.6350 1.9116
C -3.9606 0.2249 1.8024
C -4.7561 1.5891 2.0325
C 2.5809 -1.8945 0.6608
I 3.1005 -0.3874 2.2364
C 3.6225 -2.8043 0.7359
C 4.7679 -2.8658 1.8236
I 3.9564 -4.2833 -0.7421
H 1.1430 -6.8666 1.3497
H -0.4438 -5.9665 1.3197
H -0.4133 -7.7995 1.4881
H 1.0720 -6.7912 -0.9494
H -0.1997 -8.1600 -0.8819
H -1.7178 -5.6972 -0.3966
H -1.6208 -6.6861 -1.8879
H 0.1972 -5.5164 -2.8831
H -1.1307 -4.3735 -2.5394
H 1.5009 -3.8791 -2.1004
H 1.1105 -4.6615 -0.4093
H -1.0496 1.2987 -2.2982
H -1.9424 -2.4494 -4.3960
H -2.6912 -2.8926 -2.8260
H -3.2659 -0.5109 -5.5541
H -4.5664 -0.4217 -2.1357
H 1.2425 -0.0010 -1.8835
H 2.6626 0.0214 -0.8458
H 2.7258 -2.3640 -2.8813
H 3.9892 -1.4914 -1.9670
H 2.7271 -0.8700 -4.6386
H 4.3881 -0.5894 -4.0388
H 3.2124 1.5274 -4.6487
H 1.8643 1.2572 -3.5081
H 4.2772 1.2391 -1.8003
H 3.0376 2.5424 -2.0218
H 4.5102 2.5688 -3.0875
H -2.0331 -1.3067 1.7360
H -2.3683 1.6239 1.3779
H -2.2678 0.7460 3.0318
H -4.1982 -0.4560 2.6735
H -4.1845 -0.2462 0.8138
H -4.8215 2.1392 1.0539
H -5.7531 1.4393 2.5140
H -4.1611 2.2596 2.7162
H 5.4015 -3.7892 1.7106
H 5.4904 -2.0090 1.7261
H 4.3441 -2.9503 2.8657
C 1.4503 6.0200 -1.1456
O 1.0794 5.3765 0.0656
H 1.3664 7.0977 -1.0111
H 2.4835 5.7659 -1.3966
H 0.7805 5.7036 -1.9501
H 1.1605 4.4259 -0.0777
C 6.9651 -0.5891 -2.5553
O 6.2573 -0.2434 -1.3717
H 7.1721 0.3214 -3.1157
H 7.9088 -1.0754 -2.2956
H 6.3589 -1.2607 -3.1688
H 6.0809 -1.0581 -0.8879
C 1.2565 -0.2203 -7.8459
O 2.3380 -1.0029 -7.3551
H 0.4554 -0.2296 -7.1075
H 1.5874 0.8091 -8.0063
H 0.8883 -0.6448 -8.7835
H 3.0332 -0.9809 -8.0219
C -4.6046 5.4116 1.0177
O -3.5055 4.6914 1.5636
H -5.4353 5.3634 1.7201
H -4.3247 6.4562 0.8613
H -4.9092 4.9637 0.0682
H -2.7841 4.7475 0.9269
C -9.2417 2.4292 2.2072
O -8.0411 1.7768 1.8130
H -9.1082 2.8263 3.2121
H -9.4613 3.2512 1.5210
H -10.0700 1.7159 2.2086
H -8.1813 1.4341 0.9233
C -0.0476 -9.1226 4.4542
O 0.5403 -9.3012 3.1682
H -0.8860 -8.4329 4.3613
H -0.4080 -10.0807 4.8325
H 0.6889 -8.7055 5.1428
H 1.2770 -9.9127 3.2744
C 4.5949 -0.8674 6.1093
O 5.8793 -0.5593 5.5811
H 4.7203 -1.3204 7.0915
H 4.0058 0.0486 6.2062
H 4.0833 -1.5727 5.4485
H 5.7438 -0.1604 4.7140
C 2.0311 10.2276 -0.5343
O 1.6618 9.5823 0.6764
H 1.9472 11.3048 -0.3989
H 3.0650 9.9740 -0.7852
H 1.3618 9.9108 -1.3388
H 1.7459 8.6337 0.5284
C -1.7795 7.7508 -3.1913
O -1.1044 8.2429 -2.0414
H -1.7381 8.5081 -3.9730
H -1.2905 6.8388 -3.5459
H -2.8243 7.5412 -2.9471
H -1.1553 7.5561 -1.3666
C 0.0421 -10.1016 8.5603
O 0.6357 -10.2860 7.2804
H -0.7942 -9.4118 8.4599
H -0.3234 -11.0580 8.9424
H 0.7750 -9.6810 9.2533
H 1.3714 -10.8983 7.3929
C -5.9318 8.7366 -2.4357
O -5.4062 7.4593 -2.0945
H -5.8096 9.4023 -1.5831
H -5.3901 9.1453 -3.2926
H -6.9944 8.6495 -2.6758
H -5.5249 6.8884 -2.8618
C 2.8255 3.5825 3.9102
O 1.5316 3.0663 4.1990
H 3.1848 4.1307 4.7797
H 3.5130 2.7588 3.6935
H 2.7714 4.2592 3.0534
H 1.2303 2.5843 3.4196
```

Values from the calculation:
HOMO-LUMO gap	8.179	eV
largest force on an atom	4.27	eV Å⁻¹

Atomic partial charges in e from the Mulliken method, atoms 1 to 2:
1. C -0.864
2. C -0.418

Entry 2:
Entry from the Open Molecules 2025 dataset: 11 unconnected molecules or ions with the total composition C36H86ClN10O12 (wB97M-V/def2-TZVPD).

The geometry in XYZ format:
```
145
C36H86ClN10O12 (wB97M-V/def2-TZVPD)
Cl -0.8549 -4.7772 27.2630
O 0.1483 -3.7751 27.5767
O -2.0439 -4.5132 28.0337
O -1.1907 -4.6945 25.8553
O -0.3158 -6.0849 27.5558
C -1.3417 -12.7668 26.8215
C -1.1255 -12.5561 28.3133
N -1.9767 -11.5763 28.9426
C -1.7692 -11.5734 30.3675
C -2.7744 -10.6905 31.1207
C -1.9775 -10.2626 28.3258
C -0.7255 -9.3985 28.5497
H -0.5086 -13.3514 26.4187
H -1.3459 -11.8431 26.2458
H -2.2419 -13.3398 26.5928
H -1.2403 -13.5256 28.8091
H -0.0430 -12.3463 28.4545
H -1.9108 -12.5924 30.7353
H -0.7585 -11.2503 30.6692
H -2.4807 -9.6437 31.0527
H -3.7919 -10.8149 30.7550
H -2.7373 -10.9874 32.1709
H -2.8385 -9.6944 28.6954
H -2.1683 -10.3504 27.2580
H 0.1466 -9.8993 28.1126
H -0.4972 -9.2552 29.6047
H -0.8436 -8.4476 28.0316
C -5.2658 -3.4066 32.5009
C -4.4164 -4.6008 32.8867
N -3.6850 -5.1497 31.7471
C -4.5591 -5.8252 30.8105
C -5.3347 -7.0445 31.2819
C -2.5696 -5.9557 32.2651
C -1.8510 -6.6987 31.1592
H -5.7721 -2.9689 33.3621
H -6.0321 -3.6760 31.7676
H -4.6522 -2.6466 32.0209
H -3.6976 -4.2363 33.6277
H -4.9741 -5.3900 33.4224
H -3.9948 -6.0889 29.9131
H -5.2080 -5.0674 30.3522
H -5.7792 -7.5417 30.4155
H -6.1527 -6.8169 31.9721
H -4.7179 -7.7816 31.8045
H -1.8526 -5.2173 32.6390
H -2.8956 -6.5866 33.1058
H -1.6221 -6.0015 30.3525
H -0.9142 -7.1192 31.5275
H -2.4716 -7.5125 30.7773
C 1.2683 -4.3092 31.7819
O 0.8825 -3.6216 32.6776
N 1.8565 -5.5281 31.9524
C 2.3455 -6.2840 30.8175
C 2.2327 -5.9655 33.2749
H 1.1216 -4.0360 30.7213
H 3.3053 -5.8897 30.4485
H 1.6317 -6.3073 30.0025
H 2.5848 -7.3031 31.1287
H 1.8620 -6.9823 33.4406
H 3.3223 -5.9734 33.4007
H 1.8033 -5.2908 34.0090
C -3.4269 -3.9147 23.0981
O -4.2934 -3.0898 22.8882
N -2.3272 -4.0911 22.3318
C -1.3834 -5.1594 22.5694
C -2.0057 -3.2337 21.2073
H -3.4468 -4.6106 23.9506
H -1.2712 -5.7548 21.6618
H -1.6863 -5.7693 23.4143
H -0.4026 -4.7283 22.7953
H -2.7981 -2.5736 20.8663
H -1.1291 -2.6372 21.4749
H -1.7755 -3.8586 20.3382
C 2.0912 0.3188 31.0060
O 1.6335 -0.4019 31.8635
N 2.0790 0.0464 29.6793
C 2.6215 0.9520 28.7300
C 1.3072 -1.0596 29.1647
H 2.4979 1.3222 31.2374
H 3.2168 0.4745 27.9516
H 3.2784 1.6658 29.2323
H 1.8226 1.5319 28.2467
H 1.9345 -1.8951 28.8433
H 0.5232 -1.4082 29.8303
H 0.8241 -0.6932 28.2481
C -2.0973 -2.0570 31.1115
O -1.1851 -1.7826 31.8621
N -2.5935 -1.2445 30.1346
C -3.7554 -1.6194 29.3589
C -2.0962 0.1049 29.9496
H -2.5592 -3.0615 31.0952
H -3.5951 -1.3348 28.3171
H -4.6232 -1.0385 29.7073
H -3.9638 -2.6829 29.4179
H -1.2288 0.2722 30.5767
H -1.8174 0.2638 28.9027
H -2.9269 0.7896 30.1626
C 1.4269 -2.7487 23.8732
O 1.6708 -3.2634 22.7867
N 1.8666 -1.5517 24.2944
C 1.5925 -1.0887 25.6382
C 2.6709 -0.7025 23.4685
H 0.8017 -3.2397 24.6402
H 1.1029 -1.8532 26.2428
H 0.8922 -0.2456 25.6351
H 2.5060 -0.7570 26.1318
H 2.2689 0.3195 23.4808
H 3.6943 -0.6297 23.8491
H 2.6595 -1.0097 22.4274
C 3.4134 -3.7616 27.1474
O 4.1843 -2.9254 27.5709
N 3.4919 -4.3213 25.9218
C 2.5501 -5.3359 25.4954
C 4.5170 -3.9778 24.9912
H 2.5424 -4.1240 27.7074
H 2.0126 -5.1246 24.5735
H 1.8685 -5.6377 26.2890
H 3.1187 -6.2592 25.2897
H 4.1227 -3.5437 24.0701
H 5.2289 -3.3236 25.4931
H 5.0956 -4.8631 24.6931
C -1.3985 0.9741 25.1924
O -1.1133 1.3695 26.3106
N -1.8239 -0.2607 24.8815
C -2.0761 -0.7207 23.5225
C -2.1096 -1.2865 25.8549
H -1.3312 1.6328 24.3081
H -3.1534 -0.8316 23.3817
H -1.5985 -1.6919 23.4105
H -1.7168 -0.0292 22.7605
H -2.1209 -0.9036 26.8711
H -3.0868 -1.7406 25.6705
H -1.3704 -2.0909 25.7950
C -3.4860 -7.5574 25.3264
O -3.6438 -7.8711 24.1553
N -4.4456 -7.7139 26.2765
C -4.2424 -7.3392 27.6658
C -5.7452 -8.2411 25.9830
H -2.5646 -7.1621 25.7816
H -3.2703 -6.8923 27.8582
H -4.4653 -8.2032 28.2992
H -5.0173 -6.5978 27.9004
H -5.9584 -9.1288 26.5802
H -6.4900 -7.4582 26.1659
H -5.8224 -8.4954 24.9292
```

Values from the calculation:
HOMO-LUMO gap	8.610	eV
energy above the lowest of the compared OMol25 structures with the same formula, charge and spin	0.0	kcal per mole
total charge	-1
largest force on an atom	1.50	eV Å⁻¹

Atomic partial charges in e from the Mulliken method, atoms 1 to 2:
1. Cl 0.208
2. O -0.085

Entry 3:
Entry from the Open Molecules 2025 dataset: 11 unconnected molecules or ions with the total composition C36H86N8O14 (wB97M-V/def2-TZVPD).

The geometry in XYZ format:
```
144
C36H86N8O14 (wB97M-V/def2-TZVPD)
C -1.9647 4.1634 -7.7158
N -1.7083 3.6098 -6.3819
C -2.5953 3.7540 -5.3461
C -2.3025 2.9355 -4.0939
O -3.5678 4.5142 -5.4337
H -1.5760 5.1870 -7.7949
H -2.9965 4.0607 -8.0238
H -1.2929 3.6409 -8.4064
H -0.8643 3.0788 -6.2946
H -2.9464 3.2242 -3.2730
H -1.3057 3.2201 -3.7329
H -2.3676 1.8866 -4.3800
C -10.4261 1.2302 1.1583
N -9.3041 0.4607 0.6743
C -9.4292 -0.8232 0.2386
C -8.1087 -1.5319 0.0521
O -10.5316 -1.4029 0.1406
H -11.0775 1.6199 0.3725
H -10.0940 2.0409 1.7987
H -11.0744 0.5894 1.7718
H -8.3735 0.7855 0.8924
H -7.8149 -1.6213 -0.9936
H -8.1178 -2.5433 0.4705
H -7.3017 -1.0832 0.6405
C -7.4130 5.9612 -9.7914
N -8.0059 6.3081 -8.4796
C -7.7583 5.7474 -7.2742
C -6.8750 4.5474 -7.1277
O -8.3232 6.1797 -6.2710
H -6.7755 5.0914 -9.7451
H -6.7048 6.7632 -10.0490
H -8.2253 5.9578 -10.5103
H -8.7279 7.0050 -8.4200
H -6.4550 4.1407 -8.0413
H -7.4349 3.7545 -6.6398
H -6.1384 4.8594 -6.3842
C -1.8747 -2.6724 -6.5695
N -2.4079 -1.3328 -6.7544
C -3.0346 -0.9095 -7.8663
C -3.3771 0.5631 -7.8896
O -3.2797 -1.6137 -8.8092
H -0.7982 -2.6643 -6.3747
H -2.1117 -3.3068 -7.4174
H -2.3154 -3.1682 -5.6980
H -2.0814 -0.6220 -6.1268
H -3.3839 0.9359 -6.8563
H -4.2872 0.7882 -8.4211
H -2.5197 1.1136 -8.2941
C -9.9929 3.5549 -3.2977
N -9.3371 4.8064 -3.6719
C -9.0113 5.6935 -2.7091
C -8.5650 7.0247 -3.2408
O -9.1199 5.4661 -1.5242
H -9.2080 2.8646 -2.9594
H -10.3850 3.1046 -4.2104
H -10.7302 3.6446 -2.5095
H -9.3249 5.1699 -4.6128
H -8.3574 7.7944 -2.5081
H -9.3721 7.3977 -3.8785
H -7.6799 6.8949 -3.8633
C -6.8374 -4.9391 -3.6542
N -6.5809 -5.1830 -5.0420
C -5.4412 -4.8024 -5.6588
C -5.5299 -4.8102 -7.1700
O -4.4502 -4.3429 -5.0548
H -5.9882 -5.2422 -3.0301
H -7.7445 -5.3785 -3.2593
H -6.8545 -3.8626 -3.4171
H -7.3218 -5.5470 -5.6218
H -4.8005 -4.1802 -7.6671
H -6.5161 -4.5332 -7.5395
H -5.3383 -5.8387 -7.5082
C -4.6497 -1.7651 -2.0389
N -4.2768 -3.1471 -2.3538
C -3.4611 -3.8084 -1.4967
C -3.0359 -5.2116 -1.9221
O -3.0762 -3.3420 -0.4276
H -3.7965 -1.2753 -1.5906
H -5.5872 -1.8300 -1.5013
H -4.7762 -1.2338 -2.9825
H -4.3675 -3.5850 -3.2734
H -3.6777 -5.8947 -1.3621
H -2.0360 -5.3318 -1.5013
H -2.9747 -5.4164 -2.9850
C -4.5175 0.3451 1.9074
N -4.4706 0.5280 0.4383
C -5.4488 1.1893 -0.2409
C -5.3081 1.3474 -1.7363
O -6.4311 1.6682 0.3430
H -3.6288 -0.1889 2.2106
H -5.3902 -0.2781 2.1103
H -4.6598 1.3308 2.3419
H -3.6871 0.2244 -0.1077
H -5.5431 2.4091 -1.8763
H -6.0666 0.7654 -2.2522
H -4.3090 1.2278 -2.1511
C -9.1225 -0.7689 -3.6783
O -7.7092 -0.7168 -3.9507
C -7.3958 -0.9146 -5.3199
C -5.9120 -0.6886 -5.4888
O -5.5412 0.5529 -4.9707
C -5.9445 1.6318 -5.7470
H -9.2027 -1.0818 -2.6416
H -9.6455 -1.3853 -4.4049
H -9.5016 0.2629 -3.7261
H -7.9806 -0.1449 -5.8447
H -7.6732 -1.9195 -5.6509
H -5.7294 -0.6785 -6.5822
H -5.2707 -1.4760 -5.1058
H -6.9503 2.0090 -5.5594
H -5.7602 1.4550 -6.8165
H -5.2529 2.4635 -5.5624
C -12.1704 -4.0582 -4.7449
O -12.4641 -3.2015 -5.8549
C -13.7203 -2.5761 -5.7957
C -14.8787 -3.4044 -6.3353
O -14.5655 -4.0930 -7.5207
C -13.8514 -5.3081 -7.3662
H -12.6637 -5.0284 -4.8881
H -12.4914 -3.6520 -3.7815
H -11.0945 -4.2095 -4.7888
H -13.6337 -1.7109 -6.4583
H -13.9719 -2.2159 -4.7904
H -15.6818 -2.7543 -6.6795
H -15.2611 -4.0944 -5.5716
H -14.3383 -6.0073 -8.0470
H -13.7899 -5.6739 -6.3476
H -12.8448 -5.1397 -7.7652
C -9.6089 -4.6417 -7.3883
O -9.4057 -5.7966 -6.5655
C -9.9817 -7.0289 -6.9938
C -9.1167 -8.1475 -6.4970
O -9.5524 -9.4373 -6.8987
C -9.7107 -9.6112 -8.2726
H -8.7459 -4.4420 -8.0351
H -9.7744 -3.8470 -6.6614
H -10.4774 -4.7173 -8.0515
H -10.1880 -6.9801 -8.0676
H -10.9797 -7.1176 -6.5316
H -9.1433 -8.2113 -5.4054
H -8.0473 -7.9922 -6.7285
H -8.7766 -9.3983 -8.8060
H -10.5738 -9.0534 -8.6413
H -9.9214 -10.6621 -8.4767
```

Values from the calculation:
HOMO-LUMO gap	8.965	eV
energy above the lowest of the compared OMol25 structures with the same formula, charge and spin	0.0	kcal per mole
structure (SMILES)	CNC(C)=O.CNC(C)=O.CNC(C)=O.CNC(C)=O.CNC(C)=O.CNC(C)=O.CNC(C)=O.CNC(C)=O.COCCOC.COCCOC.COCCOC
largest force on an atom	2.05	eV Å⁻¹

Atomic partial charges in e from the Mulliken method, atoms 1 to 2:
1. C -0.968
2. N -0.121

Number 1: HOMO level -8.75 eV. Number 2: HOMO level -6.25 eV. Number 3: HOMO level -8.77 eV.